ORCA calculation (ωB97M-V/def2-TZVPD) on a molecular structure, C39H43ClEuP2Si2 at a distorted geometry.

**Charge**: 0
**Molecular weight**: 817.3 g/mol
**Spin multiplicity**: 8
**E_tot**: -3944.0096 Eh
**LUMO level (alpha / beta)**: 0.108 / 0.104 eV
**ΔE to the lowest compared entry with this formula, charge and spin**: 3.628 eV

Cartesian coordinates (Å):
1 C -1.8982 -0.9433 3.4085
2 C -2.4506 -0.4369 2.1922
3 C -2.4901 -1.5038 1.2498
4 H -2.7861 0.5876 2.0173
5 C -1.9753 -2.6782 1.8888
6 C -1.6069 -2.3262 3.2254
7 H -1.1597 -2.9833 3.9726
8 H -1.7843 -0.3954 4.3432
9 H -2.8537 -1.4325 0.2222
10 H -1.8635 -3.6635 1.4289
11 Eu 0.1307 -1.1890 1.6062
12 Si 1.4127 1.0359 -1.2605
13 C 0.0698 2.3311 -1.4294
14 C 0.3580 3.4734 -2.1871
15 H 1.3511 3.6129 -2.6117
16 C -0.6332 4.4162 -2.4892
17 H -0.3888 5.3251 -3.0522
18 C -1.9505 4.2053 -2.0740
19 H -2.7062 4.9731 -2.2469
20 C -2.2841 3.0098 -1.4297
21 H -3.3300 2.8201 -1.1741
22 C -1.2836 2.0736 -1.1372
23 H -1.5355 1.0960 -0.7368
24 C 0.2186 -0.9611 -1.7966
25 C -1.1474 -1.0879 -2.3777
26 H -1.8062 -0.2157 -2.5295
27 C -1.7851 -2.3813 -2.2361
28 H -2.8085 -2.4881 -2.6012
29 C -1.1731 -3.4197 -1.5545
30 H -1.7190 -4.3600 -1.4090
31 C 0.1115 -3.2663 -1.0093
32 H 0.5315 -4.0852 -0.4243
33 C 0.8432 -2.0881 -1.1867
34 H 1.9011 -1.9976 -0.9040
35 H 0.8099 0.2751 -0.0831
36 Si 0.3298 -0.5136 -3.5226
37 C 0.7470 -1.8824 -4.6557
38 C 0.0933 -1.9189 -5.9007
39 H -0.1325 -0.9897 -6.4306
40 C -0.3359 -3.1537 -6.3899
41 H -0.9647 -3.1843 -7.2786
42 C -0.0065 -4.3352 -5.7170
43 H -0.4033 -5.2961 -6.0555
44 C 0.8518 -4.2763 -4.6124
45 H 1.1287 -5.1895 -4.0898
46 C 1.3337 -3.0559 -4.1521
47 H 2.0874 -3.0171 -3.3635
48 C -0.1512 0.9746 -4.5672
49 C -1.4811 1.2745 -4.9189
50 H -2.2922 0.5959 -4.6457
51 C -1.7857 2.4229 -5.6599
52 H -2.8329 2.6471 -5.8965
53 C -0.7615 3.2760 -6.0875
54 H -0.9967 4.2025 -6.6191
55 C 0.5709 2.9309 -5.8427
56 H 1.3816 3.5635 -6.2139
57 C 0.8641 1.7744 -5.1189
58 H 1.9072 1.5055 -4.9632
59 H 2.2936 0.9018 -2.3851
60 Cl 3.0549 1.3841 0.0980
61 C 3.7102 -0.5163 4.2356
62 P 1.9805 -1.0172 3.9534
63 C 1.9808 -2.7753 4.4101
64 C 1.1687 -0.2375 5.4147
65 C 1.3178 -0.7436 6.7029
66 C 0.6992 -0.0988 7.7786
67 C -0.0687 1.0460 7.5754
68 C -0.2143 1.5638 6.2815
69 C 0.4105 0.9445 5.1936
70 P 0.3369 1.5353 3.4339
71 C -1.1014 2.6743 3.4962
72 C 1.7112 2.7630 3.4848
73 H 4.2410 -0.5776 3.2770
74 H 4.1718 -1.1959 4.9630
75 H 3.7657 0.5156 4.6038
76 H 2.7001 -2.9450 5.2174
77 H 0.9807 -3.1012 4.7179
78 H 2.2805 -3.3624 3.5320
79 H 1.9015 -1.6507 6.8623
80 H 0.8130 -0.5088 8.7778
81 H -0.5535 1.5539 8.4130
82 H -0.8110 2.4622 6.1227
83 H -0.8643 3.5452 4.1304
84 H -1.3124 2.9939 2.4621
85 H -1.9881 2.1486 3.8775
86 H 1.4976 3.5004 4.2764
87 H 2.6685 2.2566 3.6798
88 H 1.7597 3.2541 2.5005

Force components x, y, z for each atom (eV/Å):
C -0.279 -0.267 -0.245
C 0.219 -0.542 0.131
C -0.079 -0.206 0.555
H 0.119 -0.385 0.044
C -0.379 0.251 0.245
C -0.479 0.208 -0.341
H -0.303 0.133 -0.218
H 0.010 -0.154 -0.299
H 0.185 -0.106 0.378
H -0.110 0.398 0.161
Eu 0.731 1.014 -1.100
Si -2.364 -1.670 2.725
C -0.016 0.183 -1.217
C -0.438 0.435 -0.115
H -0.049 0.080 0.264
C -0.025 0.046 0.102
H -0.026 -0.432 0.216
C 0.349 -0.117 0.165
H 0.151 -0.296 -0.074
C 0.244 -0.031 0.014
H 0.378 -0.076 -0.039
C 0.174 0.244 0.074
H -0.113 0.179 0.275
C 1.624 1.796 0.101
C -0.228 0.386 -1.502
H 0.014 -0.255 0.925
C 0.339 -1.589 0.850
H 0.274 -0.137 0.025
C -2.815 1.032 -1.552
H 0.265 0.396 -0.134
C 2.819 1.142 1.275
H 0.150 0.080 -0.279
C -1.147 -1.135 0.146
H -0.292 -0.186 0.204
H 0.346 0.855 0.516
Si -0.723 -0.954 -1.532
C 0.637 -0.161 -0.854
C -0.301 -0.776 0.293
H -0.280 -0.299 0.334
C 0.263 0.048 -0.262
H 0.225 -0.072 0.075
C 0.013 0.181 0.264
H 0.122 0.350 0.126
C 0.218 -0.314 -0.505
H 0.118 0.070 -0.240
C -0.798 -0.015 -0.053
H -0.590 0.022 0.054
C 0.284 0.507 -0.008
C 0.156 0.222 0.011
H 0.239 0.241 0.161
C 0.125 -0.078 0.023
H 0.473 -0.065 0.078
C 0.012 -0.129 0.105
H 0.050 -0.363 0.135
C -0.203 -0.085 -0.102
H -0.274 -0.213 0.100
C -0.183 0.312 0.101
H -0.126 0.083 0.097
H 0.358 -0.065 -0.850
Cl 0.586 0.594 0.071
C 0.428 -0.105 -0.282
P -0.483 0.276 0.610
C 0.302 -0.420 0.158
C -0.221 0.484 -0.220
C -0.266 0.227 0.067
C 0.023 -0.100 -0.067
C 0.051 0.062 -0.356
C 0.210 -0.127 0.004
C 0.295 -0.554 0.003
P -0.209 0.128 0.354
C -0.005 0.122 -0.123
C -0.098 0.081 -0.065
H 0.077 0.033 0.302
H 0.022 0.262 -0.099
H -0.051 -0.309 -0.113
H -0.150 -0.277 -0.065
H 0.233 0.120 -0.059
H 0.017 0.013 0.258
H -0.155 0.241 0.097
H -0.025 0.086 -0.094
H 0.171 -0.246 -0.247
H 0.126 -0.223 0.088
H -0.287 -0.230 -0.301
H 0.063 0.043 0.414
H 0.248 0.157 -0.090
H 0.251 -0.202 -0.293
H -0.320 0.248 -0.125
H 0.101 -0.109 0.343